# C7H12

2 unconnected molecules or ions with the total composition C7H12 (wB97M-V/def2-TZVPD, the OMol25 dataset).

```
19
C7H12, DFT wB97M-V/def2-TZVPD
C -1.2780 -0.1141 -1.6411
C -1.0672 -0.8940 -0.3340
C -0.9956 -0.1096 0.9513
C 0.1010 -0.4613 1.6384
C 0.8503 -1.4646 0.8650
C 0.1966 -1.7126 -0.2796
H -0.4392 0.5599 -1.8488
H -2.2007 0.4787 -1.6065
H -1.3550 -0.8136 -2.4838
H -1.9129 -1.5894 -0.2175
H -1.7446 0.6176 1.2523
H 0.4054 -0.0742 2.6075
H 1.7866 -1.9161 1.1840
H 0.4948 -2.4032 -1.0641
C 1.4385 1.9866 0.1910
H 1.9307 1.0538 -0.0928
H 1.3823 2.0094 1.2808
H 1.9815 2.8551 -0.1887
H 0.4256 1.9915 -0.2134
```

ΔE to the lowest compared entry with this formula, charge and spin (kJ/mol): 87.75
Charge: 0
HOMO-LUMO gap (Eh): 0.350
Lowest unoccupied orbital energy (eV): 1.02
SMILES: CC1C=CC=C1.C

=====

# C40H57BClCoN9PS3

A molecular structure, C40H57BClCoN9PS3 in a non-equilibrium geometry (wB97M-V/def2-TZVPD, the OMol25 dataset).

```
113
C40H57BClCoN9PS3, DFT wB97M-V/def2-TZVPD
Co 0.6275 -2.5225 0.1833
C 0.0653 -0.8773 -4.6432
C -0.3127 -0.1539 -3.3956
C -1.1268 0.9329 -3.3771
C -1.4413 1.5687 -2.1504
N -0.9649 1.1403 -1.0083
N -0.1716 0.0562 -1.0147
B 0.6011 -0.4481 0.2862
N 0.0810 0.0123 1.7011
N -0.1045 1.3420 1.8804
C -0.4012 1.7769 3.0674
C -0.5674 0.8928 4.1686
C -0.3540 -0.4336 4.0187
C -0.4658 -1.3993 5.1510
C 0.0125 -0.8859 2.7088
S 0.3873 -2.5249 2.5231
C -0.5547 3.2610 3.3414
C 0.4298 3.6667 4.4463
C -0.2673 4.0996 2.1096
C -1.9963 3.5208 3.8022
N 2.0672 0.0651 0.0916
N 2.0864 1.3286 -0.3432
C 3.2191 1.8807 -0.6531
C 4.4410 1.1826 -0.4670
C 4.4331 -0.0963 -0.0101
C 5.6785 -0.8910 0.1826
C 3.1598 -0.7061 0.2320
S 3.0291 -2.3440 0.6135
C 3.1183 3.2844 -1.2264
C 2.5507 4.2055 -0.1400
C 4.4701 3.8169 -1.6988
C 2.1509 3.2396 -2.4115
C 0.1608 -0.6104 -2.1368
S 1.1564 -1.9857 -2.0149
C -2.3395 2.7902 -2.1865
C -1.7314 3.8211 -3.1455
C -2.4524 3.4148 -0.8100
C -3.7289 2.3777 -2.6851
H -0.4340 -0.4414 -5.5037
H 1.1424 -0.8352 -4.7980
H -0.1988 -1.9318 -4.5674
H -1.5422 1.3134 -4.2968
H -0.8376 1.2874 5.1334
H -0.8089 -0.8908 6.0474
H -1.1535 -2.2071 4.9073
H 0.4991 -1.8635 5.3513
H 1.4559 3.4830 4.1360
H 0.3238 4.7304 4.6449
H 0.2585 3.1433 5.3824
H 0.7294 3.8960 1.7134
H -0.9916 3.8935 1.3362
H -0.3277 5.1533 2.3688
H -2.2311 3.0203 4.7374
H -2.1396 4.5869 3.9563
H -2.7087 3.1889 3.0497
H 5.3766 1.6563 -0.7070
H 6.5544 -0.2971 -0.0614
H 5.7541 -1.2390 1.2121
H 5.6551 -1.7814 -0.4447
H 3.2222 4.2661 0.7153
H 2.4094 5.2094 -0.5333
H 1.5870 3.8192 0.2023
H 5.1837 3.8987 -0.8814
H 4.9037 3.1957 -2.4809
H 4.3334 4.8147 -2.1102
H 1.1766 2.8747 -2.0910
H 2.0324 4.2375 -2.8286
H 2.5243 2.5835 -3.1982
H -0.7295 4.1021 -2.8284
H -1.6764 3.4571 -4.1678
H -2.3481 4.7162 -3.1501
H -1.4716 3.7345 -0.4733
H -3.1076 4.2825 -0.8518
H -2.8504 2.7115 -0.0821
H -3.6973 1.9070 -3.6647
H -4.2020 1.6902 -1.9882
H -4.3620 3.2584 -2.7633
C -4.4333 -3.7646 -0.6789
N -4.0662 -3.7351 0.7298
C -4.6172 -2.5290 1.3290
N -4.2032 -1.3033 0.6597
C -4.5558 -1.4022 -0.7499
N -4.0199 -2.5788 -1.4205
C -2.5742 -2.5002 -1.5376
P -1.7295 -2.3979 0.1104
C -2.6286 -3.8176 0.9088
C -2.7843 -1.0535 0.8446
H -5.5220 -3.8383 -0.7420
H -3.9977 -4.6490 -1.1461
H -4.3220 -2.4805 2.3785
H -5.7067 -2.5925 1.2754
H -4.2019 -0.5099 -1.2689
H -5.6451 -1.4401 -0.8221
H -2.3099 -1.6230 -2.1367
H -2.2007 -3.3805 -2.0694
H -2.3819 -3.8237 1.9772
H -2.2772 -4.7585 0.4818
H -2.5165 -0.0844 0.4066
H -2.5771 -0.9972 1.9180
Cl 1.9599 -5.3783 2.3578
C 2.6104 -5.4468 0.7593
C 3.9302 -5.8072 0.5872
C 4.4754 -5.8324 -0.6904
C 3.6978 -5.4950 -1.7988
C 2.3861 -5.1313 -1.6247
C 1.7868 -5.1098 -0.3393
C 0.4469 -4.7041 -0.1711
H 4.5270 -6.0617 1.4474
H 5.5115 -6.1107 -0.8189
H 4.1281 -5.5167 -2.7900
H 1.7792 -4.8563 -2.4732
H -0.0371 -4.9829 0.7584
H -0.1801 -4.7300 -1.0624
```

ΔE to the lowest compared entry with this formula, charge and spin (kJ/mol): 56.36
Charge: +1
HOMO-LUMO gap (spin up / spin down) (Eh): 0.240 / 0.210
<S²>: 3.859
Lowest unoccupied orbital energy (spin up / spin down) (eV): -2.80 / -4.37
Multiplicity: 4

=====

# C4H12NO2

2 unconnected molecules or ions with the total composition C4H12NO2 (wB97M-V/def2-TZVPD, the OMol25 dataset).

```
19
C4H12NO2, DFT wB97M-V/def2-TZVPD
C 1.4685 -0.0226 -1.1236
N 0.1906 0.6438 -0.9285
C 0.7886 1.4396 1.3297
C -0.2675 0.7775 0.4540
C -0.7483 -0.5502 1.0900
O -1.9525 -1.0405 0.5758
H 2.2642 0.4837 -0.5722
H 1.4508 -1.0917 -0.8567
H 1.6936 -0.0018 -2.1923
H -0.4795 0.0424 -1.4393
H 0.3267 1.6726 2.2935
H 1.1535 2.3789 0.9122
H 1.6539 0.7913 1.4843
H -1.1601 1.4095 0.3695
H -0.8760 -0.3699 2.1693
H 0.0783 -1.2752 0.9836
H -1.7860 -1.4777 -0.3756
H -2.2925 -1.9149 -2.3700
O -1.5063 -1.8949 -1.8037
```

ΔE to the lowest compared entry with this formula, charge and spin (kJ/mol): 27.92
Charge: -1
HOMO-LUMO gap (Eh): 0.279
Lowest unoccupied orbital energy (eV): 3.94

=====

# C5H6O

C5H6O in the gas phase (wB97M-V/def2-TZVPD, the OMol25 dataset).

```
12
C5H6O, DFT wB97M-V/def2-TZVPD
C 2.4795 0.3619 0.0524
C 1.4247 -0.1766 0.2928
C 0.0228 0.0015 -0.0466
O -0.0626 1.1341 -0.8844
C -0.9776 -1.0328 -0.4299
C -1.1926 -0.1998 0.8079
H 3.2912 0.9490 -0.3045
H 0.3022 1.8639 -0.3638
H -1.5190 -0.7662 -1.3311
H -0.7542 -2.0871 -0.3065
H -1.8861 0.6318 0.7353
H -1.1282 -0.6797 1.7784
```

ΔE to the lowest compared entry with this formula, charge and spin (kJ/mol): 320.35
Charge: 0
HOMO-LUMO gap (Eh): 0.385
Lowest unoccupied orbital energy (eV): 0.90
SMILES: C#CC1(O)CC1

=====

# C5H9N2O

A gas-phase ion, C5H9N2O (charge +1) in a non-equilibrium geometry (wB97M-V/def2-TZVPD, the OMol25 dataset).

```
17
C5H9N2O, DFT wB97M-V/def2-TZVPD
C -1.9593 -1.8757 0.2589
C 0.5828 2.3195 -0.5778
C -0.9790 -1.3589 1.0197
C 0.5936 0.0209 -0.1528
C 0.3959 -1.2463 0.5958
N 0.0786 1.1405 0.2764
N 1.3481 0.1063 -1.1817
O 0.9603 2.0138 -1.8734
H -2.9510 -1.9940 0.4554
H -1.6980 -2.4358 -0.6364
H -0.1874 3.0964 -0.7782
H 1.4238 2.7448 0.0862
H -1.3368 -0.9743 1.9284
H 0.7403 -1.9354 -0.2069
H 1.1997 -1.0287 1.2879
H -0.4804 1.4819 1.0816
H 2.2688 -0.0750 -1.5833
```

ΔE to the lowest compared entry with this formula, charge and spin (kJ/mol): 648.96
Charge: +1
HOMO-LUMO gap (spin up / spin down) (Eh): 0.269 / 0.280
Lowest unoccupied orbital energy (spin up / spin down) (eV): -6.82 / -6.51

=====

# C4H4O2

C4H4O2 in the gas phase (wB97M-V/def2-TZVPD, the OMol25 dataset).

```
10
C4H4O2, DFT wB97M-V/def2-TZVPD
C 1.7321 0.9165 0.0748
C 0.7566 0.0420 0.1186
C -0.1193 -1.0145 0.3549
O -0.2316 -2.1743 -0.0333
C -1.0844 0.0451 0.1837
O -2.0942 -0.2119 -0.6614
H 1.5835 1.8159 -0.5088
H 2.6927 0.7991 0.5793
H -1.2227 0.9443 0.7716
H -2.0127 -1.1623 -0.8794
```

ΔE to the lowest compared entry with this formula, charge and spin (kJ/mol): 295.17
Charge: 0
HOMO-LUMO gap (Eh): 0.355
Lowest unoccupied orbital energy (eV): 0.29
SMILES: C=C1C(=O)[C@@H]1O

=====

# CH4O2S

2 unconnected molecules or ions with the total composition CH4O2S in a non-equilibrium geometry (wB97M-V/def2-TZVPD, the OMol25 dataset).

```
8
CH4O2S, DFT wB97M-V/def2-TZVPD
C 0.9958 -0.5492 0.9323
O -0.4387 0.9939 -1.6078
O -2.8311 1.0320 -1.1257
S -1.7816 0.8110 -2.0906
H 0.2845 -0.1966 0.2502
H 1.1913 0.3243 1.6751
H 1.8763 -0.9816 0.4586
H 0.7035 -1.4337 1.5080
```

ΔE to the lowest compared entry with this formula, charge and spin (kJ/mol): 76.00
Charge: 0
HOMO-LUMO gap (Eh): 0.396
Lowest unoccupied orbital energy (eV): -1.34

=====

- The lowest ΔE to the lowest compared entry with this formula, charge and spin belongs to which entry?
  C4H12NO2

=====

- What is the formula in the first record?
  C7H12

=====

Please write out number 5 again, unchanged.
# C5H9N2O

A gas-phase ion, C5H9N2O (charge +1) in a non-equilibrium geometry (wB97M-V/def2-TZVPD, the OMol25 dataset).

```
17
C5H9N2O, DFT wB97M-V/def2-TZVPD
C -1.9593 -1.8757 0.2589
C 0.5828 2.3195 -0.5778
C -0.9790 -1.3589 1.0197
C 0.5936 0.0209 -0.1528
C 0.3959 -1.2463 0.5958
N 0.0786 1.1405 0.2764
N 1.3481 0.1063 -1.1817
O 0.9603 2.0138 -1.8734
H -2.9510 -1.9940 0.4554
H -1.6980 -2.4358 -0.6364
H -0.1874 3.0964 -0.7782
H 1.4238 2.7448 0.0862
H -1.3368 -0.9743 1.9284
H 0.7403 -1.9354 -0.2069
H 1.1997 -1.0287 1.2879
H -0.4804 1.4819 1.0816
H 2.2688 -0.0750 -1.5833
```

ΔE to the lowest compared entry with this formula, charge and spin (kJ/mol): 648.96
Charge: +1
HOMO-LUMO gap (spin up / spin down) (Eh): 0.269 / 0.280
Lowest unoccupied orbital energy (spin up / spin down) (eV): -6.82 / -6.51

=====

- Among the records above, which one has the highest ΔE to the lowest compared entry with this formula, charge and spin?
  C5H9N2O